Entry 1:
Computed, not measured: a 17-piece molecular cluster, C17H68O17 overall, with wB97M-V/def2-TZVPD.

XYZ file:
```
102
Properties=species:S:1:pos:R:3:mulliken_charge:R:1
C 12.22 8.10 -24.77 -0.860
O 11.23 7.09 -24.75 -0.383
H 13.06 7.71 -24.32 0.359
H 12.09 9.04 -24.22 0.269
H 12.54 8.35 -25.81 0.288
H 10.41 7.40 -25.12 0.180
C 9.14 9.27 -26.57 -0.901
O 8.72 8.14 -25.92 -0.190
H 9.91 9.67 -25.94 0.252
H 8.24 9.94 -26.60 0.279
H 9.42 9.11 -27.60 0.245
H 8.20 8.43 -25.18 -0.042
C 2.20 5.18 -25.24 -0.682
O 3.43 5.64 -25.85 -0.492
H 2.29 5.20 -24.18 0.019
H 2.03 4.13 -25.46 0.254
H 1.37 5.82 -25.51 0.327
H 3.71 6.40 -25.27 0.654
C 2.72 8.47 -24.10 -1.111
O 3.79 7.52 -24.19 -0.103
H 2.97 9.16 -23.32 0.391
H 1.73 8.01 -23.87 0.261
H 2.74 8.99 -25.01 0.344
H 4.61 8.04 -24.34 0.227
C 6.68 6.11 -20.84 -0.442
O 5.76 5.10 -20.77 -0.127
H 6.20 6.91 -21.45 0.014
H 7.53 5.84 -21.41 0.152
H 7.07 6.54 -19.92 0.497
H 4.91 5.45 -20.42 0.098
C 9.42 8.17 -22.51 -0.351
O 8.96 9.26 -23.30 -0.480
H 10.38 8.36 -22.09 0.451
H 9.49 7.29 -23.08 -0.024
H 8.83 7.93 -21.68 0.191
H 8.73 10.04 -22.78 0.259
C 3.87 3.27 -22.29 -0.385
O 3.01 2.46 -23.05 -0.556
H 4.16 4.18 -22.78 -0.306
H 4.75 2.82 -21.97 0.247
H 3.22 3.56 -21.50 0.640
H 2.41 2.02 -22.50 0.337
C 7.08 1.72 -23.75 0.269
O 7.56 0.94 -22.64 -0.677
H 6.31 1.12 -24.21 0.315
H 7.96 1.86 -24.43 0.151
H 6.76 2.71 -23.39 -0.522
H 7.86 1.56 -21.98 0.376
C 6.46 5.24 -23.97 2.792
O 7.29 6.28 -24.40 1.463
H 7.12 4.61 -23.28 -0.749
H 6.07 4.58 -24.78 0.324
H 5.56 5.67 -23.44 -1.229
H 8.08 5.88 -24.81 -0.671
C 7.89 3.50 -19.28 -0.697
O 7.45 3.01 -20.53 -0.576
H 8.85 3.06 -18.93 0.292
H 7.21 3.44 -18.41 0.285
H 8.17 4.51 -19.39 0.207
H 6.64 3.51 -20.76 0.302
C 10.07 3.85 -22.96 0.029
O 9.58 4.24 -21.72 -0.553
H 9.35 3.48 -23.67 -0.320
H 10.72 3.03 -22.87 0.516
H 10.59 4.61 -23.63 0.033
H 8.69 3.97 -21.66 0.148
C 4.34 1.47 -25.93 -1.142
O 4.69 2.68 -25.33 -0.073
H 3.60 0.97 -25.35 0.381
H 5.20 0.78 -26.00 0.339
H 3.91 1.53 -26.88 0.319
H 4.10 3.01 -24.64 -0.171
C 9.92 5.09 -26.82 -1.119
O 9.08 4.65 -25.74 -0.228
H 10.91 5.38 -26.51 0.297
H 9.44 5.76 -27.56 0.246
H 10.16 4.23 -27.30 0.603
H 8.27 4.26 -26.08 0.118
C 5.99 6.51 -27.41 0.185
O 4.83 6.19 -28.13 -0.685
H 6.46 5.58 -27.12 -0.154
H 5.79 7.16 -26.55 -0.179
H 6.64 7.08 -28.07 0.337
H 4.32 5.79 -27.43 0.533
C 6.93 2.14 -28.07 -0.828
O 7.00 2.70 -26.82 -0.188
H 6.49 2.82 -28.77 0.365
H 6.36 1.18 -27.93 0.245
H 7.88 1.92 -28.63 0.237
H 6.12 2.76 -26.35 0.318
C 3.04 6.62 -21.35 -0.489
O 3.18 6.11 -20.09 -0.574
H 3.13 7.68 -21.38 0.350
H 2.16 6.28 -21.80 0.492
H 3.77 6.28 -22.06 -0.243
H 2.36 5.89 -19.67 0.335
C 5.98 9.20 -22.55 -0.719
O 6.07 8.69 -23.83 -0.916
H 5.80 10.30 -22.58 0.240
H 6.85 9.03 -21.90 0.303
H 5.13 8.88 -22.10 0.119
H 6.70 7.97 -23.86 0.040
```

Properties
gap between HOMO and LUMO	9.18	eV
E_HOMO	-9.2	eV
molar mass	544.7	g mol⁻¹
LUMO	0.009	eV
ΔE to the lowest compared entry with this formula, charge and spin	238.3	kJ/mol

Entry 2:
Computed, not measured: a 29-piece molecular cluster, C17H74F2O30Si overall, with wB97M-V/def2-TZVPD.

XYZ file:
```
124
Properties=species:S:1:pos:R:3:mulliken_charge:R:1
C -1.22 0.58 0.41 -0.930
Si 0.23 -0.64 0.34 -0.359
C 0.39 -1.64 1.94 -1.063
C 1.89 0.16 -0.17 -0.751
C 2.73 0.77 0.99 -1.162
C 2.03 1.87 1.80 0.988
F 3.05 2.65 2.40 -0.190
F 1.32 1.38 2.85 -0.006
C 1.21 2.85 0.99 -0.337
C 0.11 3.38 1.51 0.235
C -0.68 4.39 0.72 0.054
O -1.34 5.27 1.25 -0.687
C -0.61 4.24 -0.77 -0.484
C 0.49 3.71 -1.30 -0.713
C 1.62 3.31 -0.38 0.031
O 2.76 3.40 -0.76 -0.544
C -0.21 -1.89 -1.00 0.698
C 0.60 -2.99 -1.23 0.115
C 0.31 -3.95 -2.20 -1.382
C -0.84 -3.83 -2.95 -0.099
C -1.69 -2.75 -2.74 -0.096
C -1.41 -1.77 -1.80 -1.039
H -1.04 1.39 -0.30 0.114
H -2.15 0.08 0.12 0.754
H -1.36 0.95 1.43 0.317
H 1.32 -2.22 1.90 0.255
H 0.33 -1.03 2.84 0.212
H -0.45 -2.35 1.95 0.412
H 2.48 -0.66 -0.59 0.741
H 1.70 0.84 -1.01 0.347
H 3.71 1.11 0.64 0.411
H 2.94 -0.05 1.69 0.520
H -0.26 3.15 2.50 0.670
H -1.47 4.55 -1.37 0.520
H 0.60 3.55 -2.36 0.469
H 1.50 -3.13 -0.63 0.290
H 0.97 -4.79 -2.38 0.499
H -1.12 -4.54 -3.72 0.533
H -2.60 -2.66 -3.33 0.304
H -2.11 -0.95 -1.69 0.396
O -3.75 -5.20 -2.94 -0.561
H -3.28 -6.02 -2.80 0.287
H -4.58 -5.31 -2.48 0.275
O -3.44 6.90 -0.13 -0.656
H -2.59 6.45 0.00 0.357
H -4.09 6.28 0.22 0.311
O -2.63 -2.35 2.73 -0.489
H -2.51 -1.76 3.49 0.260
H -3.57 -2.57 2.77 0.260
O 1.64 -5.62 -0.07 -0.576
H 2.10 -6.46 0.07 0.285
H 0.80 -5.73 0.38 0.289
O 0.79 -0.39 -3.52 -0.526
H 0.07 -1.03 -3.46 0.260
H 0.91 -0.23 -4.46 0.235
O 4.34 0.42 4.57 -0.680
H 3.48 0.37 4.13 0.327
H 4.78 1.17 4.13 0.328
O 5.32 3.88 3.69 -0.627
H 4.46 3.82 3.26 0.345
H 5.76 4.62 3.27 0.293
O 1.64 -2.66 -5.22 -0.633
H 1.73 -3.46 -5.75 0.311
H 1.70 -2.97 -4.31 0.328
O 4.66 2.42 7.17 -0.644
H 4.69 1.91 6.36 0.362
H 3.79 2.22 7.54 0.306
O -4.41 -1.35 -3.58 -0.552
H -5.11 -1.99 -3.52 0.246
H -4.32 -1.21 -4.53 0.378
O 3.71 -7.63 0.86 -0.671
H 4.53 -7.12 0.84 0.332
H 3.39 -7.54 1.77 0.332
O -5.36 -2.19 -5.83 -0.671
H -5.20 -3.09 -6.12 0.283
H -6.26 -2.01 -6.10 0.301
O -1.43 6.70 3.75 -0.594
H -1.39 6.19 2.93 0.397
H -2.31 6.52 4.10 0.308
O -6.97 -2.86 -7.93 -0.654
H -7.83 -2.96 -8.36 0.307
H -6.59 -2.08 -8.34 0.346
O -5.14 -1.00 2.63 -0.620
H -6.01 -1.08 2.22 0.278
H -4.76 -0.22 2.20 0.405
O 1.70 3.68 8.35 -0.638
H 1.78 4.15 7.51 0.319
H 2.11 4.28 8.98 0.320
O -1.58 0.16 -4.40 -0.590
H -1.45 0.72 -3.64 0.231
H -2.51 -0.08 -4.37 0.293
O 1.51 -5.35 -6.19 -0.589
H 1.89 -6.11 -5.73 0.290
H 1.00 -5.74 -6.91 0.284
O -3.00 -1.96 5.49 -0.602
H -3.75 -1.36 5.55 0.298
H -2.89 -2.30 6.38 0.278
O 4.92 -0.63 -1.00 -0.540
H 5.70 -1.03 -1.39 0.283
H 4.91 0.27 -1.34 0.257
O 4.82 -2.31 -5.99 -0.641
H 3.86 -2.37 -5.94 0.361
H 5.09 -3.13 -6.42 0.298
O 7.16 -2.70 0.06 -0.650
H 7.30 -2.11 0.81 0.334
H 6.22 -2.89 0.10 0.305
O -3.22 9.46 4.44 -0.645
H -2.51 8.81 4.37 0.318
H -3.41 9.68 3.52 0.322
O 0.96 0.07 5.71 -0.634
H 1.06 0.52 4.86 0.284
H 1.37 0.66 6.34 0.305
O -6.58 -5.29 -10.30 -0.632
H -6.48 -4.70 -9.54 0.333
H -7.51 -5.55 -10.29 0.313
O -4.56 1.33 0.99 -0.687
H -4.55 1.79 0.14 0.296
H -4.15 1.95 1.60 0.292
O 7.61 1.49 3.21 -0.643
H 6.89 2.13 3.27 0.322
H 7.70 1.15 4.11 0.326
O -0.29 9.69 5.91 -0.647
H -0.21 8.77 5.64 0.311
H -1.16 9.95 5.60 0.345
```

Properties
gap between HOMO and LUMO	6.53	eV
E_HOMO	-8.7	eV
molar mass	824.8	g mol⁻¹
LUMO	-2.123	eV

Entry 3:
Computed, not measured: one molecule with the formula C17H7F7O4S, with wB97M-V/def2-TZVPD.

XYZ file:
```
36
Properties=species:S:1:pos:R:3:mulliken_charge:R:1
O -0.77 -1.43 4.13 -0.508
C -0.49 -0.94 3.07 0.125
C 0.44 0.32 2.91 0.434
C 1.58 0.54 3.80 -0.704
C 2.42 1.73 3.61 -0.501
C 2.11 2.67 2.53 -0.482
C 0.96 2.47 1.62 -0.561
C 0.15 1.29 1.84 0.670
C -1.14 0.95 1.00 0.036
O -1.91 1.85 0.80 -0.453
C -1.30 -0.55 0.64 0.737
C -0.99 -1.52 1.70 0.439
C -1.14 -2.96 1.49 -0.679
C -1.58 -3.43 0.17 -0.673
C -1.86 -2.46 -0.87 -0.711
C -1.72 -1.00 -0.68 -0.008
S -2.07 0.03 -2.12 1.346
O -3.08 -0.71 -2.90 -0.700
O -2.61 1.35 -1.88 -0.578
C -0.59 0.09 -3.30 0.498
F -1.05 0.75 -4.40 -0.237
F -0.40 -1.22 -3.69 -0.267
C 0.70 0.74 -2.66 0.689
F 0.49 2.10 -2.66 -0.257
F 1.02 0.25 -1.43 -0.222
C 1.95 0.43 -3.61 0.571
F 1.72 0.74 -4.91 -0.222
F 2.38 -0.86 -3.51 -0.223
F 3.00 1.22 -3.17 -0.246
H 1.83 -0.16 4.64 0.372
H 3.29 1.96 4.29 0.356
H 2.74 3.59 2.39 0.339
H 0.72 3.21 0.82 0.424
H -0.91 -3.70 2.28 0.412
H -1.70 -4.51 -0.07 0.359
H -2.20 -2.84 -1.87 0.429
```

Properties
gap between HOMO and LUMO	8.57	eV
E_HOMO	-9.8	eV
molar mass	440.3	g mol⁻¹
LUMO	-1.217	eV
SMILES string	O=C1c2ccccc2C(=O)c2c1cccc2S(=O)(=O)C(F)(F)C(F)(F)C(F)(F)F

Entry 4:
Computed, not measured: C17H9BrNO4Yb as an isolated structure, with wB97M-V/def2-TZVPD.

XYZ file:
```
33
Properties=species:S:1:pos:R:3:mulliken_charge:R:1
Yb 1.99 -0.41 -0.51 0.827
O -0.99 5.51 -3.25 -0.255
C -0.25 5.46 -2.21 0.517
O 0.10 6.31 -1.35 -0.547
C 0.27 4.02 -1.98 0.543
C 0.12 3.01 -2.93 -0.587
C 0.54 1.73 -2.64 -0.561
N 1.11 1.44 -1.47 -0.151
C 1.27 2.45 -0.56 0.338
C 0.83 3.71 -0.77 -0.373
C 1.88 2.12 0.77 0.366
O 1.73 2.89 1.67 -0.588
O 2.45 0.95 0.86 -0.663
H -0.27 3.22 -3.91 0.454
H 0.44 0.94 -3.34 0.489
H 0.92 4.51 -0.04 0.600
Br 2.62 -3.09 0.07 -0.242
C 1.02 -3.33 1.10 0.534
C 1.09 -4.42 1.90 -0.917
C -0.09 -4.78 2.56 -0.438
C -1.26 -4.07 2.30 -0.860
C -1.25 -2.91 1.49 0.787
C -2.47 -2.17 1.23 -0.778
C -2.41 -1.03 0.49 -1.122
C -1.19 -0.59 0.01 -0.009
C 0.01 -1.28 0.13 -0.531
C -0.05 -2.48 0.89 1.212
H 1.99 -5.01 1.99 0.393
H -0.12 -5.68 3.18 0.327
H -2.21 -4.41 2.72 0.329
H -3.35 -2.52 1.74 0.374
H -3.31 -0.43 0.38 0.350
H -1.15 0.35 -0.54 0.180
```

Properties
gap between HOMO and LUMO (alpha / beta)	5.80 / 2.59	eV
E_HOMO (alpha / beta)	-6.9 / -6.8	eV
spin multiplicity	2
⟨S²⟩	0.755
molar mass	544.2	g mol⁻¹
LUMO (alpha / beta)	-1.092 / -4.226	eV

Entry 5:
Computed, not measured: C18H10AgAsBrF4PS4 as an isolated structure, with wB97M-V/def2-TZVPD.

XYZ file:
```
40
Properties=species:S:1:pos:R:3:mulliken_charge:R:1
Ag 0.48 2.45 1.37 -0.431
F 4.98 -1.74 -2.76 -0.311
C 3.91 -1.25 -2.14 0.750
C 2.70 -1.89 -2.24 0.051
F 2.61 -3.01 -2.97 -0.317
C 1.60 -1.38 -1.59 0.743
F 0.46 -2.05 -1.77 -0.385
C 1.64 -0.23 -0.82 -0.427
P 0.16 0.38 0.13 0.607
C -1.13 0.41 -1.16 0.533
C -0.82 0.83 -2.45 -0.414
C -1.82 0.99 -3.40 -0.630
C -3.14 0.73 -3.07 -0.438
C -3.46 0.33 -1.78 -0.612
C -2.46 0.17 -0.83 -0.451
C -0.23 -1.06 1.20 0.426
C -0.98 -2.18 0.85 0.320
C -1.21 -3.19 1.77 -0.753
C -0.69 -3.09 3.06 -0.360
C 0.03 -1.96 3.43 -0.651
C 0.24 -0.94 2.51 -0.674
C 2.87 0.43 -0.77 -0.128
Br 3.12 2.07 0.12 -0.100
C 3.99 -0.08 -1.41 0.238
F 5.17 0.53 -1.37 -0.318
H 0.21 1.07 -2.70 0.397
H -1.56 1.33 -4.40 0.375
H -3.92 0.87 -3.81 0.364
H -4.49 0.16 -1.51 0.369
H -2.73 -0.10 0.19 0.553
H -1.41 -2.27 -0.14 0.434
H -1.80 -4.06 1.49 0.363
H -0.88 -3.88 3.78 0.360
H 0.39 -1.85 4.44 0.418
H 0.73 -0.02 2.81 0.164
S 0.67 6.39 3.89 -0.724
As -0.54 4.75 3.23 0.562
S 0.42 2.83 3.82 -0.575
S -0.57 4.67 1.01 -0.601
S -2.54 4.83 3.99 -0.729
```

Properties
gap between HOMO and LUMO	3.75	eV
E_HOMO	-0.2	eV
molar mass	724.2	g mol⁻¹
LUMO	3.557	eV
charge	-2
ΔE to the lowest compared entry with this formula, charge and spin	0.0	kJ/mol

Entry 6:
Computed, not measured: C18H10AsBrF4NO3PReS4 as an isolated structure, with wB97M-V/def2-TZVPD.

XYZ file:
```
44
Properties=species:S:1:pos:R:3:mulliken_charge:R:1
Re -0.07 0.51 0.35 0.977
F -4.63 -3.59 3.83 -0.201
C -3.59 -2.85 3.58 0.550
C -2.84 -2.32 4.62 0.239
F -3.18 -2.56 5.86 -0.214
C -1.73 -1.53 4.33 0.673
F -1.02 -1.01 5.32 -0.284
C -1.36 -1.25 3.02 -0.257
P 0.09 -0.29 2.64 -0.204
C 1.56 -1.01 3.29 1.029
C 1.99 -2.24 2.77 -0.450
C 3.08 -2.87 3.34 -0.790
C 3.73 -2.28 4.42 -0.499
C 3.30 -1.07 4.95 -0.883
C 2.21 -0.43 4.39 -0.389
C -0.17 1.43 2.96 0.979
C -1.48 1.89 3.25 -0.429
C -1.68 3.19 3.62 -0.888
C -0.59 4.06 3.71 -0.553
C 0.70 3.63 3.43 -0.882
C 0.92 2.33 3.05 -0.249
C -2.14 -1.80 2.01 0.280
Br -1.60 -1.49 0.20 0.101
C -3.23 -2.59 2.25 0.430
F -3.94 -3.10 1.27 -0.266
H 1.48 -2.71 1.93 0.387
H 3.43 -3.82 2.95 0.468
H 4.58 -2.78 4.87 0.459
H 3.80 -0.64 5.80 0.483
H 1.85 0.50 4.81 0.521
H -2.32 1.21 3.19 0.518
H -2.68 3.55 3.86 0.511
H -0.76 5.09 4.01 0.495
H 1.53 4.32 3.51 0.510
H 1.93 1.99 2.84 0.528
S 3.52 1.73 -2.97 0.012
As 2.34 0.42 -1.78 0.644
S 0.16 -0.06 -1.85 -0.083
S 2.16 0.31 0.48 0.060
S 3.88 -0.42 -2.99 -0.007
O -1.33 3.98 -0.07 -0.408
N -0.96 2.89 0.07 1.142
O 0.29 2.50 -0.07 -0.581
O -1.67 1.86 0.40 -0.481
```

Properties
gap between HOMO and LUMO	5.82	eV
E_HOMO	-18.2	eV
molar mass	864.5	g mol⁻¹
LUMO	-12.380	eV
charge	+3

molar mass of number 4 (C17H9BrNO4Yb)?
544.2 g mol⁻¹

Among the records above, which one has the highest molar mass?
C18H10AsBrF4NO3PReS4